Molecular formula: C39H71ClF4N2O11S
Method: DFT, wB97M-V/def2-TZVPD

Calculated values
Charge: 0
SMILES: CCCOC[C@@H](S)O[C@@](COC)(C(F)(F)C(F)F)[C@@](CCCCOC=O)(COc1ccccc1)OCCCCCl.COCCNCCOC.COCCNCCOC
LUMO energy in Ha: 0.0050
HOMO level in eV: -8.34

Geometry as XYZ:
```
129
Properties=species:S:1:pos:R:3:forces:R:3
C -1.1190 1.5162 -7.8922 -0.86 -0.12 -0.14
C -2.2789 0.5874 -7.2589 0.86 -0.30 0.33
C -1.5834 -0.6639 -6.5078 -1.65 0.54 -0.45
O -0.4425 -0.2504 -5.6799 -1.96 -1.88 0.26
C -0.3825 -1.2450 -4.6245 0.56 -0.23 0.93
C 0.8632 -0.9829 -3.5815 -0.73 0.64 -2.90
S 2.0097 0.1527 -4.5773 0.19 0.46 1.14
O 0.3841 -0.3242 -2.4091 0.77 -1.87 0.73
C 0.1221 -1.1637 -1.2637 -1.92 -0.64 1.35
C -0.8568 -2.4135 -1.5764 -0.84 -0.95 -1.26
O -0.8846 -3.4513 -0.5703 -0.18 0.18 -1.36
C -1.4008 -4.6486 -1.2191 0.39 -0.61 0.81
C 1.4145 -1.7569 -0.5382 1.62 -1.15 0.52
F 1.1953 -2.1360 0.8425 0.05 1.01 -3.07
F 1.8864 -2.9662 -1.1893 -1.31 2.48 1.07
C 2.7118 -0.8229 -0.4449 2.14 -0.50 0.78
F 3.7645 -1.6937 0.0628 -2.21 1.91 -0.72
F 3.2073 -0.3177 -1.6642 -1.40 -1.08 2.34
C -0.7663 -0.1541 -0.3129 -0.78 1.05 -1.05
C 0.0688 0.9510 0.4642 0.22 0.72 0.81
C 0.9344 1.9875 -0.3933 -0.11 1.05 0.29
C 1.7710 2.8992 0.6692 -0.43 0.70 -0.12
C 1.3000 4.4507 0.6337 -0.75 -0.17 0.65
O 2.1522 5.2682 -0.2156 -1.19 -1.32 -2.19
C 1.9400 4.9874 -1.5981 4.13 -0.13 -1.50
O 2.9273 4.9746 -2.3804 -4.27 0.29 3.13
C -1.7581 0.6531 -1.3407 -0.26 -0.61 0.22
O -2.8948 1.0570 -0.4889 -0.30 1.64 -2.15
C -3.8314 1.8322 -1.2279 -3.18 1.39 -1.50
C -3.5125 3.1792 -1.9204 -3.34 -1.78 0.19
C -4.6699 3.9364 -2.6551 -0.75 -3.10 1.81
C -6.1266 3.3572 -2.6700 2.61 -1.74 1.50
C -6.4637 1.9838 -1.9936 4.22 1.97 0.25
C -5.2981 1.2600 -1.2799 0.07 2.26 -1.36
O -1.7317 -0.8869 0.4965 2.48 0.57 0.19
C -1.5371 -0.7939 1.9061 -1.76 -0.23 2.07
C -2.5994 -1.8219 2.5987 -0.05 0.99 0.65
C -3.5933 -1.0348 3.6196 -0.27 -0.44 -0.22
C -4.4967 0.0757 2.8972 1.40 1.29 0.17
Cl -6.1937 -0.4708 2.4631 1.07 0.17 0.25
H -0.2940 0.8380 -8.2941 -1.03 1.07 0.51
H -1.5771 2.1164 -8.7487 0.79 -0.74 1.08
H -0.6888 2.2603 -7.1320 -0.61 -1.31 -1.05
H -2.9632 0.1201 -8.0630 1.16 0.84 1.12
H -2.9616 1.1905 -6.5474 1.22 -1.00 -1.03
H -1.2927 -1.4488 -7.2931 0.01 1.11 1.11
H -2.4192 -1.1481 -5.8689 1.41 0.66 -0.77
H -1.3393 -1.1673 -4.0032 1.13 -0.33 -0.84
H -0.2652 -2.2938 -5.0879 -0.23 1.43 0.72
H 1.4590 -1.9440 -3.4371 -0.78 1.40 0.17
H 1.4415 1.4344 -4.4592 0.07 -1.64 0.06
H -0.5818 -2.9763 -2.5550 0.07 1.37 1.28
H -1.9594 -2.0926 -1.7385 1.85 0.02 0.28
H -2.3970 -4.4292 -1.7483 1.43 -0.41 0.69
H -0.5987 -5.0643 -1.9374 -1.35 0.65 0.83
H -1.5424 -5.4231 -0.3760 0.06 1.28 -1.41
H 2.6346 -0.0037 0.3658 -0.08 -1.18 -1.71
H 0.7760 0.5313 1.2811 -1.28 0.30 -1.42
H -0.6710 1.6248 1.0523 1.02 -1.26 -0.99
H 0.2290 2.7349 -0.9292 1.01 -1.44 0.74
H 1.6013 1.5481 -1.2023 -0.85 0.37 1.18
H 1.5818 2.5266 1.7380 0.34 0.44 -1.54
H 2.8957 2.8971 0.4669 -1.54 -0.10 0.29
H 1.3116 4.9387 1.6761 0.25 -0.79 -1.67
H 0.2228 4.5618 0.2455 1.36 -0.41 0.60
H 0.8903 4.7302 -1.9844 1.15 0.49 1.02
H -2.2021 -0.0166 -2.1495 0.79 0.72 1.03
H -1.2713 1.5387 -1.8534 -0.56 -1.12 0.82
H -2.4380 3.5622 -1.8463 -1.85 -0.39 -0.29
H -4.4321 4.9435 -3.1499 -0.52 -1.78 0.84
H -6.9594 3.9395 -3.1801 1.37 -0.84 0.73
H -7.5298 1.5482 -1.9873 2.03 0.83 -0.04
H -5.5506 0.2577 -0.7713 0.75 1.79 -0.78
H -1.8500 0.2501 2.3070 0.65 -1.42 -0.85
H -0.4968 -1.0060 2.3141 -1.16 0.08 -0.99
H -2.0059 -2.5873 3.2088 -1.02 0.85 -1.03
H -3.2737 -2.3175 1.8237 1.24 0.56 0.87
H -3.0216 -0.5428 4.4927 -0.79 -0.68 -1.43
H -4.3059 -1.8103 4.0765 1.06 1.14 -0.54
H -4.5883 1.0077 3.5761 -0.15 -1.69 -1.02
H -4.0060 0.4733 1.9263 -0.89 -0.91 1.44
C 9.5612 -4.9506 -2.4852 -0.16 -0.27 -0.02
O 8.6180 -5.7123 -1.7472 0.27 0.39 0.02
C 8.1664 -5.0517 -0.5639 -0.56 -0.35 0.10
C 6.6924 -4.6639 -0.6974 0.50 0.25 -0.33
N 6.5176 -3.5754 -1.6597 -0.09 -0.22 0.15
C 5.1169 -3.3204 -2.0059 0.14 -0.11 -0.22
C 4.3617 -4.4344 -2.7474 -0.15 0.49 -0.08
O 4.8418 -4.6796 -4.0668 0.00 -0.30 0.36
C 5.9292 -5.5891 -4.1404 -0.13 0.18 -0.36
H 9.9479 -5.5779 -3.2901 -0.08 -0.03 0.09
H 9.0887 -4.0718 -2.9322 0.14 0.15 0.03
H 10.3984 -4.6433 -1.8515 -0.01 0.08 -0.04
H 8.7870 -4.1848 -0.3124 -0.07 0.01 -0.20
H 8.2613 -5.7734 0.2530 0.00 0.03 0.01
H 6.3161 -4.3452 0.2795 -0.03 0.02 -0.04
H 6.1406 -5.5573 -1.0057 0.00 -0.20 0.18
H 7.0213 -3.8027 -2.5099 -0.02 0.02 0.12
H 5.1129 -2.4301 -2.6439 -0.13 -0.06 0.02
H 4.5680 -3.0558 -1.0974 0.23 -0.32 -0.31
H 3.3279 -4.0946 -2.8691 0.08 -0.01 -0.03
H 4.3045 -5.3639 -2.1703 0.18 -0.06 -0.04
H 5.8928 -6.3485 -3.3541 0.05 0.11 0.05
H 6.8775 -5.0489 -4.1058 0.14 -0.17 0.13
H 5.8805 -6.0945 -5.1083 -0.08 0.05 0.06
C -0.9834 1.4163 6.1108 -0.27 0.00 -0.12
O -2.3627 1.3727 6.4435 0.45 -0.05 0.11
C -2.5978 1.3322 7.8521 -0.65 0.19 0.05
C -3.2476 2.6349 8.3222 0.58 -0.09 -0.24
N -2.2979 3.7475 8.2696 -0.29 -0.10 0.07
C -2.9190 5.0570 8.4795 0.25 0.01 -0.29
C -3.9251 5.5372 7.4221 0.15 0.41 0.27
O -3.3421 5.8052 6.1508 -0.28 -0.37 0.17
C -3.2329 4.6738 5.3003 0.14 0.37 -0.15
H -0.8924 1.3109 5.0280 -0.10 -0.01 0.05
H -0.5425 2.3739 6.4002 0.18 -0.05 0.07
H -0.4394 0.5951 6.5868 0.06 0.07 0.02
H -1.6854 1.1129 8.4170 0.03 0.16 -0.14
H -3.3001 0.5122 8.0291 0.02 0.01 0.02
H -3.5989 2.5089 9.3508 0.02 0.04 -0.02
H -4.1144 2.8236 7.6815 -0.20 -0.18 0.02
H -1.8434 3.7507 7.3633 -0.05 -0.01 0.11
H -2.1014 5.7844 8.5187 -0.14 0.04 -0.01
H -3.3974 5.0707 9.4648 -0.05 -0.07 -0.07
H -4.3241 6.4957 7.7711 0.06 -0.04 -0.05
H -4.7895 4.8712 7.3264 0.10 -0.14 -0.11
H -4.0375 3.9506 5.4616 0.08 -0.01 0.09
H -2.2590 4.1965 5.4284 -0.06 -0.25 -0.03
H -3.2879 5.0235 4.2662 -0.04 0.04 0.10
```
Positions in Å, forces in eV/Å.

Löwdin population analysis, charges in e, atoms 1 to 99: atom 1 (C): -0.12, atom 2 (C): -0.21, atom 3 (C): -0.23, atom 4 (O): -0.27, atom 5 (C): -0.21, atom 6 (C): -0.53, atom 7 (S): 0.77, atom 8 (O): -0.15, atom 9 (C): -0.20, atom 10 (C): -0.13, atom 11 (O): -0.21, atom 12 (C): -0.09, atom 13 (C): -0.19, atom 14 (F): 0.06, atom 15 (F): 0.04, atom 16 (C): -0.14, atom 17 (F): -0.02, atom 18 (F): 0.02, atom 19 (C): -0.26, atom 20 (C): -0.12, atom 21 (C): -0.17, atom 22 (C): -0.13, atom 23 (C): -0.19, atom 24 (O): -0.09, atom 25 (C): -0.25, atom 26 (O): 0.03, atom 27 (C): -0.06, atom 28 (O): -0.13, atom 29 (C): -0.20, atom 30 (C): -0.01, atom 31 (C): -0.06, atom 32 (C): -0.08, atom 33 (C): -0.06, atom 34 (C): 0.00, atom 35 (O): -0.12, atom 36 (C): -0.20, atom 37 (C): -0.13, atom 38 (C): -0.24, atom 39 (C): -0.57, atom 40 (Cl): 0.46, atom 41 (H): 0.08, atom 42 (H): 0.07, atom 43 (H): 0.08, atom 44 (H): 0.11, atom 45 (H): 0.11, atom 46 (H): 0.13, atom 47 (H): 0.12, atom 48 (H): 0.11, atom 49 (H): 0.14, atom 50 (H): 0.12, atom 51 (H): -0.09, atom 52 (H): 0.13, atom 53 (H): 0.15, atom 54 (H): 0.11, atom 55 (H): 0.11, atom 56 (H): 0.11, atom 57 (H): 0.17, atom 58 (H): 0.12, atom 59 (H): 0.14, atom 60 (H): 0.09, atom 61 (H): 0.11, atom 62 (H): 0.11, atom 63 (H): 0.13, atom 64 (H): 0.14, atom 65 (H): 0.12, atom 66 (H): 0.15, atom 67 (H): 0.13, atom 68 (H): 0.12, atom 69 (H): 0.09, atom 70 (H): 0.09, atom 71 (H): 0.08, atom 72 (H): 0.10, atom 73 (H): 0.09, atom 74 (H): 0.12, atom 75 (H): 0.12, atom 76 (H): 0.11, atom 77 (H): 0.12, atom 78 (H): 0.10, atom 79 (H): 0.10, atom 80 (H): 0.08, atom 81 (H): 0.07, atom 82 (C): -0.12, atom 83 (O): -0.20, atom 84 (C): -0.21, atom 85 (C): -0.21, atom 86 (N): -0.05, atom 87 (C): -0.19, atom 88 (C): -0.21, atom 89 (O): -0.18, atom 90 (C): -0.10, atom 91 (H): 0.09, atom 92 (H): 0.08, atom 93 (H): 0.09, atom 94 (H): 0.12, atom 95 (H): 0.12, atom 96 (H): 0.12, atom 97 (H): 0.10, atom 98 (H): 0.07, atom 99 (H): 0.12